Record 1
Below is C35H36As2CoN2S2Si as an isolated structure, with properties calculated with ωB97M-V/def2-TZVPD.

Properties
- energy (hartree) = -8405.07619
- HOMO-LUMO gap (spin up / spin down) (eV) = 7.4 / 7.5
- relative energy (zero: lowest compared OMol25 entry of this formula, charge and spin) (kcal/mol) = 15.26
- total charge = 0
- spin multiplicity = 2
- highest occupied orbital energy (spin up / spin down) (eV) = -7.2070 / -7.1626

Each line ends with the Mulliken spin population.
Geometry (Å):
Co: 0.23997 1.03817 0.32469  1.0237
C: 1.56928 -1.51703 2.57358  0.0142
C: 0.69317 -0.52381 3.33551  -0.0126
As: -0.80478 0.01296 2.20886  -0.0206
C: -1.66502 -1.69335 1.88477  -0.0060
C: -1.92844 -2.56811 2.93670  0.0010
C: -2.49153 -3.80843 2.68523  0.0003
C: -2.79965 -4.17903 1.38114  -0.0002
C: -2.55065 -3.30726 0.33394  0.0017
C: -1.98478 -2.06356 0.58434  0.0055
C: -2.03687 0.88852 3.40699  -0.0014
C: -3.37328 0.98507 3.03095  0.0011
C: -4.28197 1.62421 3.85844  0.0006
C: -3.85891 2.17492 5.06031  -0.0014
C: -2.52614 2.09047 5.43104  0.0005
C: -1.61267 1.44991 4.60510  -0.0014
As: 1.98565 -0.84583 0.75441  -0.0080
C: 3.91922 -1.09659 0.73000  0.0157
C: 4.52104 -2.21119 1.30993  -0.0021
C: 5.89548 -2.37694 1.25519  0.0004
C: 6.68681 -1.42722 0.62359  0.0003
C: 6.09890 -0.30820 0.05688  0.0002
C: 4.72154 -0.14459 0.11307  0.0016
C: 1.37066 -2.31289 -0.37280  -0.0189
C: 1.50003 -3.65393 -0.02142  0.0052
C: 1.00817 -4.64814 -0.85261  0.0002
C: 0.38884 -4.31078 -2.04881  0.0000
C: 0.26145 -2.97896 -2.40826  0.0030
C: 0.74786 -1.98436 -1.57075  0.0352
H: 1.07945 -2.48788 2.48382  0.0001
H: 2.51452 -1.65666 3.09837  0.0004
H: 1.24674 0.39605 3.53833  -0.0030
H: 0.34704 -0.93701 4.28464  -0.0007
H: -1.69941 -2.27953 3.95695  -0.0001
H: -2.69328 -4.48650 3.50447  0.0001
H: -3.23816 -5.14925 1.18563  0.0000
H: -2.79108 -3.59260 -0.68229  0.0000
H: -1.78601 -1.38188 -0.23487  0.0059
H: -3.70784 0.55710 2.09231  -0.0001
H: -5.32054 1.69646 3.56308  0.0001
H: -4.56899 2.67631 5.70492  -0.0001
H: -2.19112 2.52996 6.36132  0.0000
H: -0.57049 1.40798 4.89651  -0.0002
H: 3.92305 -2.96049 1.81383  0.0003
H: 6.35012 -3.24801 1.70932  -0.0001
H: 7.76048 -1.55636 0.58307  0.0001
H: 6.71037 0.44528 -0.42197  -0.0001
H: 4.27576 0.74927 -0.30871  -0.0010
H: 1.97278 -3.93536 0.91104  0.0005
H: 1.10589 -5.68747 -0.56603  0.0000
H: 0.00537 -5.08774 -2.69776  -0.0001
H: -0.22327 -2.70810 -3.33781  -0.0002
H: 0.62444 -0.94502 -1.84978  -0.0184
C: -2.11472 4.80851 -4.43463  0.0001
Si: -2.03252 2.94306 -4.24370  0.0012
C: -1.81989 2.13284 -5.92714  0.0002
C: -3.60531 2.31936 -3.45056  -0.0032
C: -0.45256 2.57575 -3.26020  0.0016
C: 0.75714 2.96175 -3.83402  0.0041
C: 1.97387 2.79425 -3.18359  -0.0006
C: 1.96303 2.22631 -1.92709  0.0057
N: 0.82870 1.83279 -1.36036  -0.0114
C: -0.35236 1.99470 -1.99004  0.0115
S: -1.61217 1.37847 -0.94527  -0.0644
H: -2.98098 5.10104 -5.03190  -0.0001
H: -1.22359 5.20762 -4.92332  -0.0001
H: -2.20092 5.29211 -3.45974  0.0001
H: -2.67419 2.35656 -6.56994  -0.0001
H: -1.75120 1.04746 -5.83067  0.0001
H: -0.92153 2.47826 -6.44233  0.0000
H: -4.44576 2.59239 -4.09509  -0.0002
H: -3.77113 2.76079 -2.46871  0.0013
H: -3.60587 1.23608 -3.33049  0.0001
H: 0.75782 3.41786 -4.81915  -0.0001
H: 2.90439 3.10703 -3.63379  0.0001
H: 2.86536 2.09053 -1.34295  0.0005
S: 2.16356 4.82594 2.35266  -0.0005
C: 1.50209 3.43546 1.84952  -0.0108
N: 1.02949 2.42052 1.50407  0.0434

Record 2
Below is C35H36Cl5CsN9PS3 as an isolated structure in a non-equilibrium geometry, with properties calculated with ωB97M-V/def2-TZVPD.

Properties
- energy (hartree) = -5704.90610
- HOMO-LUMO gap (eV) = 6.1
- relative energy (zero: lowest compared OMol25 entry of this formula, charge and spin) (kcal/mol) = 101.56
- total charge = 0
- highest occupied orbital energy (eV) = -6.0604

Each line ends with the Mulliken charge.
Geometry (Å):
Cs: 0.85322 0.25763 0.71970  1.0121
C: 4.51235 -0.48576 -2.67493  -0.6019
C: 3.66030 -0.50819 -3.92816  -0.6901
S: 2.14198 0.39000 -3.46847  -0.0418
C: 1.95830 1.95327 -4.43946  -0.7198
C: 1.60651 3.14471 -3.50628  -0.6966
S: 2.29709 3.10667 -1.79776  0.0642
C: 4.08645 3.54700 -1.97233  -0.7625
C: 4.84232 2.25627 -1.97275  -0.7517
S: 3.81747 0.83424 -1.60434  0.0342
H: 5.61547 -0.31271 -2.83975  0.3563
H: 4.49632 -1.48212 -2.13687  0.2682
H: 3.39000 -1.47820 -4.23288  0.4583
H: 4.04463 0.09951 -4.74466  0.2483
H: 1.11070 1.78933 -5.15029  0.3954
H: 2.84734 2.13282 -5.01666  0.3758
H: 0.50715 3.09661 -3.40024  0.2586
H: 1.85052 4.11674 -3.97686  0.3690
H: 4.20816 4.09333 -1.04709  0.2677
H: 4.25036 4.24899 -2.78280  0.4007
H: 5.65755 2.17313 -1.27272  0.5164
H: 5.30891 2.13636 -2.95434  0.2918
N: -2.73080 -0.64971 -2.14644  -0.0445
P: -1.99804 -2.11116 -1.56570  0.2310
C: -3.12554 -2.64279 -0.24514  0.2660
C: -2.99614 -3.97831 0.21474  -0.5906
C: -3.68245 -4.45401 1.30407  -0.6767
C: -4.68763 -3.68856 1.86111  -0.4043
C: -4.90863 -2.41818 1.38744  -0.8008
C: -4.05946 -1.83382 0.41074  0.2205
C: -2.79669 -3.20908 -2.80639  -0.0560
C: -4.14334 -3.22260 -2.95256  -0.2581
C: -4.63626 -3.82130 -4.12362  -0.4075
C: -3.80418 -4.49513 -5.03175  -0.5626
C: -2.43882 -4.56733 -4.70989  -0.3611
C: -1.92657 -3.97491 -3.59673  -0.4232
C: -2.59889 0.69360 -1.72882  0.2553
C: -3.45721 1.62249 -2.39140  -0.7089
C: -3.72416 2.83657 -1.81746  -0.5544
C: -3.11511 3.08411 -0.58210  -0.7014
C: -2.21313 2.15027 -0.03070  -0.5113
N: -1.91334 1.00251 -0.62439  0.4964
H: -3.26282 -0.67441 -2.98258  0.2363
H: -2.41646 -4.63229 -0.39181  0.3938
H: -3.43116 -5.42061 1.72590  0.4042
H: -5.29750 -4.01149 2.67573  0.4181
H: -5.66104 -1.86311 1.84217  0.4520
H: -4.16827 -0.76119 0.15225  0.3328
H: -4.84124 -2.70264 -2.29569  0.4432
H: -5.75607 -3.84505 -4.29881  0.2973
H: -4.20381 -4.95340 -5.98127  0.3314
H: -1.74253 -5.10436 -5.33511  0.4013
H: -0.83350 -4.04030 -3.32283  0.3392
H: -3.93689 1.34123 -3.34500  0.3913
H: -4.34357 3.62403 -2.31366  0.3680
H: -3.38768 3.95018 0.06406  0.3579
H: -1.66338 2.42190 0.86904  0.4630
Cl: 2.14429 -3.02712 -0.06689  -0.1645
C: 3.05324 -2.67627 1.39070  0.1129
C: 2.70803 -1.74392 2.30410  -0.4210
C: 3.20014 -1.45731 3.52615  -0.4928
Cl: 2.67447 -0.11464 4.47241  -0.2027
C: 4.26756 -2.30802 3.94576  0.1376
Cl: 5.16096 -1.85115 5.32244  -0.2120
C: 4.61144 -3.34182 3.06040  0.5250
Cl: 5.84688 -4.35838 3.57956  -0.2484
C: 4.14486 -3.53661 1.76692  -0.0008
Cl: 4.69446 -4.76350 0.72279  -0.2156
N: 2.02923 5.98940 5.57900  -0.5446
C: 1.77229 5.16389 4.52441  0.9648
C: 2.58534 5.10493 3.34274  -0.6006
C: 2.19767 4.15526 2.38080  -0.1718
N: 1.14004 3.35403 2.45290  -0.0667
C: 0.29657 3.52133 3.48587  -0.1989
C: 0.58904 4.35611 4.51760  -0.7133
H: 2.91008 6.52488 5.63318  0.2295
H: 1.71710 5.60454 6.48356  0.2257
H: 3.48135 5.69120 3.25465  0.3158
H: 2.74866 4.09586 1.42008  0.0863
H: -0.58026 2.87291 3.40950  0.3083
H: -0.11436 4.44400 5.33307  0.3388
N: -1.26290 -2.32541 4.60027  -0.5080
N: -1.65344 -1.08134 3.92382  0.8389
N: -2.87303 -0.78677 3.46627  -0.6462
C: -2.66731 0.46759 3.01336  -0.4511
N: -1.42808 0.89757 3.08358  -0.2633
N: -0.73070 -0.07623 3.62222  -0.2576
H: -2.09567 -2.54738 5.19976  0.2825
H: -0.37479 -2.10427 5.04658  0.2869
H: -3.35397 1.09584 2.51497  0.6367

Record 3
Below is C35H36FN6O14Pd as an isolated structure, with properties calculated with ωB97M-V/def2-TZVPD.

Properties
- energy (hartree) = -2964.74712
- HOMO-LUMO gap (spin up / spin down) (eV) = 5.4 / 6.5
- relative energy (zero: lowest compared OMol25 entry of this formula, charge and spin) (kcal/mol) = 0.00
- total charge = -1
- spin multiplicity = 5
- highest occupied orbital energy (spin up / spin down) (eV) = -3.3453 / -5.7344

Each line ends with the Mulliken spin population.
Geometry (Å):
Pd: -0.58612 -1.29246 1.15164  1.4221
C: 1.53601 5.87510 -0.46843  0.0000
C: 2.37540 5.14326 0.57726  -0.0001
C: 3.85435 5.37688 0.31781  0.0000
C: 4.70821 4.60928 1.31413  0.0000
C: 4.39032 3.14245 1.21212  0.0001
C: 5.33886 2.17802 1.47138  -0.0004
C: 5.01073 0.83064 1.37619  -0.0186
F: 5.96408 -0.07719 1.65493  0.0001
C: 3.76326 0.42005 1.01203  -0.0018
C: 2.79440 1.38593 0.72977  0.0042
C: 1.44796 0.93186 0.35431  0.0037
O: 1.25615 -0.26054 0.12026  0.0720
C: 0.44250 1.95929 0.30169  -0.0165
C: 0.82352 3.25618 0.39758  -0.0027
N: 2.09325 3.68879 0.58018  0.0005
C: 3.09682 2.74545 0.83234  0.0040
C: -1.03271 1.69075 0.10939  0.0231
O: -1.77325 2.65482 -0.12183  0.0224
O: -1.42913 0.47896 0.18751  0.1399
H: 1.95022 6.87336 -0.62122  0.0000
H: 0.49496 5.99128 -0.16946  0.0000
H: 1.56376 5.33689 -1.41848  0.0000
H: 2.13373 5.53841 1.56923  0.0000
H: 4.04954 6.44773 0.37583  0.0000
H: 4.09062 5.04378 -0.69809  0.0000
H: 4.49933 4.97043 2.32633  0.0000
H: 5.76959 4.77311 1.12627  0.0000
H: 6.34282 2.46365 1.76476  0.0001
H: 3.50062 -0.62984 0.95441  0.0154
H: 0.04939 4.00607 0.31471  -0.0005
C: -5.08403 -0.83044 -5.50711  0.0003
C: -4.56980 0.51479 -5.00582  0.0000
N: -4.11256 0.45542 -3.61821  0.0007
C: -2.66362 0.52652 -3.37465  0.0064
C: -1.90090 -0.70568 -3.84287  -0.0004
C: -5.05911 0.54574 -2.64595  0.0019
O: -6.24213 0.76072 -2.87463  -0.0028
C: -4.59904 0.31443 -1.23600  -0.0608
C: -4.92834 1.19227 -0.21992  0.1022
C: -4.51147 0.88208 1.06201  -0.0351
C: -3.78928 -0.25718 1.30062  0.1076
N: -3.49770 -1.12190 0.30121  -0.0451
C: -3.91658 -0.84367 -0.94704  0.1061
H: -5.39728 -0.75439 -6.55133  0.0000
H: -5.94498 -1.13829 -4.91233  0.0000
H: -4.31171 -1.59757 -5.42992  -0.0001
H: -5.37020 1.25024 -5.06785  0.0001
H: -3.73232 0.86034 -5.61309  0.0000
H: -2.48779 0.68850 -2.31459  -0.0052
H: -2.28458 1.40813 -3.89737  -0.0002
H: -2.28767 -1.61394 -3.37528  0.0018
H: -0.84983 -0.61603 -3.56298  0.0000
H: -1.95824 -0.82416 -4.92782  0.0001
H: -5.45637 2.10979 -0.44365  0.0015
H: -4.69718 1.55322 1.88856  0.0013
H: -3.37554 -0.49094 2.27043  0.0246
H: -3.64403 -1.56053 -1.70059  0.0301
O: 5.98568 -3.91943 2.71245  -0.0069
N: 5.72532 -3.72660 1.53755  -0.0002
O: 6.54744 -3.83090 0.64072  0.0054
C: 4.34101 -3.42343 1.18499  -0.0426
C: 4.03480 -3.19097 -0.12535  0.1156
C: 2.70557 -2.97525 -0.48080  0.0292
C: 1.64852 -2.98536 0.46857  0.0176
O: 0.41925 -2.83143 0.13304  0.2296
C: 2.04417 -3.18056 1.84572  -0.0852
C: 3.36588 -3.41226 2.18521  0.2363
N: 1.09934 -3.16228 2.86585  0.2605
O: 1.44474 -3.38571 4.05761  0.3571
O: -0.19670 -2.98743 2.60393  0.2991
N: 2.45255 -2.70379 -1.88865  0.0043
O: 3.42100 -2.42568 -2.58989  0.0034
O: 1.32268 -2.76197 -2.32633  0.0084
H: 4.80261 -3.16907 -0.88001  0.0068
H: 3.62218 -3.57250 3.21864  0.0380
C: -1.90874 -4.21353 -0.59977  -0.0006
O: -2.40813 -2.87676 -0.64096  0.0612
C: -2.61981 -2.23469 0.54935  0.3730
C: -3.05406 -3.09588 1.70806  -0.0488
H: -1.22608 -4.35975 0.23221  -0.0034
H: -1.35503 -4.35463 -1.52278  0.0010
H: -2.73784 -4.92121 -0.54122  0.0055
H: -3.93756 -3.67901 1.40886  0.0006
H: -3.30530 -2.47928 2.56734  -0.0058
H: -2.25497 -3.76000 2.02260  0.0227
C: -0.24983 -0.34002 5.13042  0.0146
C: -0.26682 -0.38907 3.62715  -0.0259
O: 0.78671 -0.26714 2.99184  0.0271
O: -1.41091 -0.59848 3.04670  0.2019
H: 0.37359 0.48623 5.47134  -0.0007
H: 0.20043 -1.27698 5.46587  0.0004
H: -1.25858 -0.25506 5.53132  -0.0010